[1]
C16H31CuF5IN6O2S2SiTe as an isolated structure. Source: OMol25; level of theory: wB97M-V/def2-TZVPD.

Structure (XYZ):
```
66
Properties=species:S:1:pos:R:3
Cu -0.598 -0.674 -0.247
C 3.713 -0.304 -1.339
Si 2.911 1.376 -1.121
C 4.097 2.520 -0.232
C 2.629 2.088 -2.848
H 4.650 -0.230 -1.900
H 3.044 -0.978 -1.880
H 3.916 -0.750 -0.364
H 4.986 2.695 -0.845
H 4.400 2.082 0.720
H 3.623 3.480 -0.020
H 3.564 2.408 -3.315
H 1.963 2.955 -2.794
H 2.168 1.349 -3.508
N -1.295 0.397 -7.055
C -0.261 -0.332 -6.604
S 0.830 -1.042 -7.608
C -0.185 -0.420 -5.117
C -0.548 0.661 -4.320
C -0.497 0.529 -2.943
N -0.137 -0.611 -2.356
C 0.235 -1.641 -3.112
C 0.238 -1.586 -4.495
H -1.426 0.483 -8.048
H -2.022 0.702 -6.431
H -0.822 1.614 -4.752
H -0.741 1.337 -2.265
H 0.537 -2.534 -2.577
H 0.551 -2.436 -5.084
C -1.698 -0.207 4.395
S -1.064 -1.278 3.109
C -1.721 -2.832 3.721
O -1.889 -0.958 1.892
H -2.787 -0.274 4.395
H -1.372 0.796 4.129
H -1.282 -0.508 5.357
H -1.183 -3.131 4.621
H -1.538 -3.552 2.925
H -2.790 -2.737 3.915
I 0.724 -2.830 0.359
C -5.875 -2.524 2.168
C -6.173 -1.074 1.800
C -5.276 -0.114 2.576
C -6.064 -0.848 0.291
N -4.774 -1.240 -0.253
C -3.606 -0.603 -0.258
N -2.720 -1.388 -0.825
N -3.370 -2.515 -1.177
N -4.598 -2.450 -0.823
H -6.074 -2.694 3.227
H -4.825 -2.758 1.981
H -6.479 -3.222 1.586
H -7.218 -0.854 2.046
H -4.221 -0.279 2.344
H -5.406 -0.262 3.651
H -5.516 0.929 2.353
H -6.220 0.205 0.053
H -6.805 -1.439 -0.246
H -3.377 0.371 0.144
F 1.143 0.737 3.505
Te 0.918 0.987 1.575
F 1.704 2.680 1.752
F -0.621 2.072 2.241
F 2.756 0.347 1.664
F -1.430 0.956 -0.287
O 1.444 1.243 -0.408
```

Calculated values
Relative energy (zero: lowest compared OMol25 entry of this formula, charge and spin) in kJ/mol: 20.7
Frontier orbital gap (spin up / spin down) in Eh: 0.2680 / 0.2667
Highest occupied orbital energy (spin up / spin down) in eV: -5.65 / -5.63
2S+1: 2
⟨S²⟩: 0.75
Energy in eV: -133306.4786
Charge: -1

***

[2]
C16H31F3P2Pt as an isolated structure in a non-equilibrium geometry. Source: OMol25; level of theory: wB97M-V/def2-TZVPD.

Structure (XYZ):
```
53
Properties=species:S:1:pos:R:3
P -1.337 -0.873 -3.047
P 3.297 -0.440 -1.183
C 1.278 -1.508 -2.562
C 2.560 -2.020 -1.927
H 1.441 -1.390 -3.621
H 0.466 -2.274 -2.618
H 2.325 -2.730 -1.115
H 3.260 -2.450 -2.638
C 4.599 0.722 -1.896
H 5.103 1.320 -1.118
H 4.217 1.498 -2.574
H 5.324 0.127 -2.491
C 4.310 -1.415 -0.019
H 5.301 -1.567 -0.503
H 3.904 -2.427 0.124
H 4.487 -0.973 0.972
C -2.203 0.101 -4.327
H -3.161 0.512 -4.113
H -2.217 -0.511 -5.225
H -1.617 0.999 -4.510
C -2.133 -2.488 -3.109
H -1.527 -3.228 -2.593
H -2.205 -2.799 -4.150
H -3.115 -2.565 -2.638
Pt 1.326 0.528 -2.168
C 3.359 -1.072 -4.700
C 3.010 0.232 -4.583
C 2.568 1.123 -5.700
C 1.295 0.672 -6.406
C 0.432 -0.121 -5.522
C 0.393 -1.456 -5.394
C 1.434 -2.388 -5.922
C 2.919 -1.959 -5.842
C -1.720 -0.098 -1.505
H 4.272 -1.420 -4.156
H 3.266 0.727 -3.658
H 3.364 1.226 -6.439
H 2.386 2.144 -5.343
H 0.777 1.616 -6.628
H 1.540 0.161 -7.349
H -0.375 0.502 -5.197
H -0.457 -1.984 -4.940
H 1.252 -2.727 -6.971
H 1.441 -3.336 -5.347
H 3.476 -2.914 -5.760
H 3.195 -1.532 -6.819
H -1.012 -0.517 -0.780
H -2.767 -0.177 -1.160
H -1.420 0.935 -1.550
F 2.115 2.200 0.144
C 1.253 1.159 -0.129
F 1.690 0.092 0.708
F 0.056 1.533 0.443
```

Calculated values
Relative energy (zero: lowest compared OMol25 entry of this formula, charge and spin) in kJ/mol: 372.5
Frontier orbital gap (spin up / spin down) in Eh: 0.2345 / 0.2429
Highest occupied orbital energy (spin up / spin down) in eV: -6.21 / -7.01
2S+1: 3
⟨S²⟩: 2.02
Energy in eV: -47063.0876
Charge: 0

***

[3]
A 2-piece molecular cluster, C16H31FNO4 overall in a non-equilibrium geometry. Source: OMol25; level of theory: wB97M-V/def2-TZVPD.

Structure (XYZ):
```
53
Properties=species:S:1:pos:R:3
C 2.033 0.623 2.789
C 2.021 -0.002 1.381
C 0.989 0.619 0.414
C -0.040 -0.364 -0.119
C -0.836 -1.116 0.946
C -0.119 -2.313 1.520
O 0.376 -3.266 0.913
O -0.120 -2.204 2.884
C -1.243 -1.425 3.239
F -0.938 -0.831 4.435
C -1.404 -0.347 2.134
C -2.888 0.036 2.036
C -3.233 1.516 1.757
C -2.054 2.431 1.457
C -2.473 3.864 1.166
O -2.654 4.142 -0.200
C -1.453 4.179 -0.924
H 3.036 0.922 3.061
H 1.661 -0.090 3.514
H 1.407 1.507 2.835
H 1.898 -1.077 1.446
H 3.008 0.153 0.957
H 0.516 1.465 0.896
H 1.523 1.025 -0.441
H 0.451 -1.118 -0.736
H -0.757 0.171 -0.734
H -1.665 -1.561 0.393
H -2.120 -2.040 3.412
H -0.730 0.416 2.498
H -3.306 -0.545 1.221
H -3.418 -0.285 2.924
H -3.893 1.552 0.895
H -3.803 1.946 2.573
H -1.494 2.013 0.625
H -1.369 2.422 2.302
H -3.393 4.088 1.690
H -1.716 4.541 1.567
H -0.637 4.572 -0.320
H -1.594 4.800 -1.798
H -1.171 3.181 -1.264
C 2.308 -1.935 -5.621
C 2.398 -1.458 -4.218
O 2.417 -0.342 -3.824
N 2.462 -2.488 -3.090
C 2.557 -3.951 -3.374
H 2.249 -1.065 -6.266
H 3.189 -2.524 -5.883
H 1.417 -2.550 -5.762
H 3.232 -2.149 -2.502
H 1.642 -2.257 -2.513
H 2.457 -4.486 -2.433
H 3.524 -4.160 -3.818
H 1.752 -4.234 -4.043
```

Calculated values
Relative energy (zero: lowest compared OMol25 entry of this formula, charge and spin) in kJ/mol: 0.0
Frontier orbital gap in Eh: 0.2899
Highest occupied orbital energy in eV: -11.65
Energy in eV: -29484.9738
Charge: +1

***

[4]
C16H31MnNP2Se as an isolated structure in a non-equilibrium geometry. Source: OMol25; level of theory: wB97M-V/def2-TZVPD.

Structure (XYZ):
```
52
Properties=species:S:1:pos:R:3
P -0.762 -2.395 -0.794
P -0.417 0.841 -0.935
C -1.270 -1.325 -2.211
C -0.299 -0.191 -2.466
H -2.267 -0.894 -1.982
H -1.326 -1.996 -3.070
H 0.753 -0.477 -2.641
H -0.626 0.470 -3.279
C -2.002 1.751 -1.128
H -1.841 2.759 -0.729
H -2.782 1.250 -0.545
H -2.270 1.826 -2.186
C 0.501 2.189 -1.926
H -0.163 2.537 -2.728
H 1.428 1.837 -2.395
H 0.749 3.045 -1.293
C -1.923 -3.778 -1.124
H -1.366 -4.682 -0.899
H -2.164 -3.783 -2.184
H -2.853 -3.745 -0.527
C 0.902 -2.862 -0.919
H 1.523 -1.992 -1.146
H 0.909 -3.580 -1.745
H 1.214 -3.321 0.026
Mn -2.417 -1.913 0.288
C 1.317 3.419 0.941
C 0.206 2.729 1.209
C 0.016 1.488 2.043
C 1.193 0.505 2.234
C 2.102 0.108 1.079
C 2.415 0.680 -0.109
C 3.176 1.995 -0.259
C 2.753 2.945 0.931
C -1.369 -3.302 1.561
H 1.210 4.505 0.719
H -0.770 3.131 0.872
H -0.825 0.885 1.677
H -0.297 1.784 3.061
H 1.809 0.860 3.083
H 0.800 -0.478 2.577
H 2.856 -0.625 1.434
H 2.331 0.085 -1.030
H 3.055 2.513 -1.235
H 4.266 1.778 -0.169
H 2.948 2.414 1.876
H 3.412 3.827 0.891
H -0.559 -2.815 2.119
H -0.991 -4.261 1.166
H -2.168 -3.544 2.284
Se -3.743 -0.164 4.584
C -3.324 -0.812 3.039
N -3.051 -1.219 1.960
```

Calculated values
Relative energy (zero: lowest compared OMol25 entry of this formula, charge and spin) in kJ/mol: 397.1
Frontier orbital gap (spin up / spin down) in Eh: 0.2332 / 0.2352
Highest occupied orbital energy (spin up / spin down) in eV: -6.74 / -6.65
2S+1: 6
⟨S²⟩: 9.09
Energy in eV: -133819.4591
Charge: 0

***

> Which of these has the lowest energy?

C16H31MnNP2Se